<A>
A 4-piece molecular cluster, C4H13NO3 overall. Source: the Open Molecules 2025 dataset; level of theory: the ωB97M-V functional and the def2-TZVPD basis.

Atoms and positions in Å:
N1 -0.82255 1.14268 -1.36792
C1 -0.08044 0.07165 -1.05884
C2 -0.65622 -1.27599 -1.21558
C3 2.07756 -0.74324 0.01088
C4 1.19844 0.27294 -0.54912
H1 -0.49488 2.01891 -0.76978
H2 -1.79440 1.01787 -1.60778
H3 -1.61140 -1.30969 -0.68391
H4 -0.96184 -1.48045 -2.27474
H5 1.65750 -1.00873 1.02078
H6 3.09210 -0.47132 0.27465
H7 1.41781 1.33351 -0.35583
H8 -1.13982 -0.25275 1.73943
H9 -0.12339 -2.13600 -0.81421
O1 -1.56083 0.61759 1.51352
H10 1.91423 -1.66454 -0.59476
H11 -0.29197 -1.92019 2.56459
O2 -0.31083 -1.66394 1.63417
H12 -0.52402 3.27684 0.95864
H13 -0.97613 1.34732 1.29442
O3 -0.00894 2.82755 0.28140

Calculated values
LUMO	-4.03	eV
HOMO	-8.67	eV

Results of the natural (NBO) charge analysis, in e, for atoms 1 through 5: number 1, N, carries -0.511; number 2, C, carries 0.288; number 3, C, carries -0.716; number 4, C, carries -0.733; number 5, C, carries 0.158

<B>
A 3-piece molecular cluster, C4H13NO3 overall. Source: the Open Molecules 2025 dataset; level of theory: the ωB97M-V functional and the def2-TZVPD basis.

Atoms and positions in Å:
C1 -0.66897 -1.99979 0.16309
C2 -0.63468 -0.48875 0.09280
C3 -1.65831 0.16226 1.06568
C4 -1.08279 1.40036 1.67582
O1 -0.88261 1.52016 2.85894
N1 -0.84095 0.03740 -1.28308
H1 -1.64624 -2.43630 -0.05833
H2 -0.36454 -2.32125 1.15321
H3 0.03307 -2.42086 -0.55813
H4 0.33761 -0.12706 0.41190
H5 -1.87810 -0.55636 1.84339
H6 -2.60220 0.36822 0.55599
H7 -0.78976 2.24088 1.01741
H8 -0.64996 -0.70254 -1.94937
H9 -1.83320 0.19295 -1.42973
H10 4.01928 0.33981 0.30967
H11 3.14664 0.39506 -0.92017
O2 3.87065 -0.12288 -0.52014
H12 0.73185 1.40740 -1.01240
H13 1.72022 1.62558 -2.18488
O3 1.67299 1.48572 -1.23165

Calculated values
LUMO	0.68	eV
SMILES	C[C@@H](N)CC=O.O.O
HOMO	-10.07	eV

Results of the natural (NBO) charge analysis, in e, for atoms 1 through 5: number 1, C, carries -0.621; number 2, C, carries -0.041; number 3, C, carries -0.520; number 4, C, carries 0.434; number 5, O, carries -0.508

Which is the most stable structure? <B> is the most stable.

<A>
A 3-piece molecular cluster, C4H13NO3 overall. Source: the Open Molecules 2025 dataset; level of theory: the ωB97M-V functional and the def2-TZVPD basis.

Atoms and positions in Å:
C1 -0.88261 0.41961 1.01440
N1 0.15726 0.46383 -0.03116
C2 1.44342 0.05063 0.52082
C3 0.25058 1.83071 -0.57414
C4 -1.03055 2.22084 -1.26681
O1 -1.17787 3.28488 -1.80739
H1 -1.06679 1.32619 1.60055
H2 -1.83269 0.15275 0.55167
H3 -0.69560 -0.42523 1.67443
H4 1.36359 -0.77859 1.21833
H5 2.07406 0.82722 0.96078
H6 2.01183 -0.34025 -0.29135
H7 1.04779 1.76876 -1.31972
H8 0.54802 2.56728 0.18228
H9 -1.87822 1.52364 -1.18886
H10 -0.49704 -2.06890 -3.22897
H11 -0.14171 -1.30818 -1.91062
O2 -0.23823 -2.17691 -2.31596
H12 -0.28551 -3.48424 2.56781
H13 0.43025 -2.98527 1.34255
O3 0.40002 -2.86877 2.30135

Calculated values
LUMO	0.63	eV
SMILES	CN(C)CC=O.O.O
HOMO	-9.41	eV

Results of the natural (NBO) charge analysis, in e, for atoms 1 through 5: number 1, C, carries -0.446; number 2, N, carries -0.448; number 3, C, carries -0.429; number 4, C, carries -0.339; number 5, C, carries 0.432

<B>
A 3-piece molecular cluster, C4H13NO3 overall. Source: the Open Molecules 2025 dataset; level of theory: the ωB97M-V functional and the def2-TZVPD basis.

Atoms and positions in Å:
C1 0.33959 1.44080 1.43667
C2 0.07287 0.69965 0.11850
C3 0.50763 1.56537 -1.08343
C4 1.78961 2.32974 -0.97079
N1 2.05191 3.12012 -2.09146
O1 2.68076 2.04512 -0.20016
H1 -0.16188 0.97126 2.26263
H2 0.38710 2.56188 1.41947
H3 1.39303 1.40362 1.71561
H4 0.74301 -0.15774 0.25565
H5 -0.92841 0.43868 -0.15114
H6 0.61844 1.07200 -2.04854
H7 -0.32002 2.29253 -1.23664
H8 1.36707 3.15398 -2.82291
H9 3.02684 3.30476 -2.24965
H10 -0.54854 -4.84801 0.57707
H11 -0.60111 -5.73837 1.82619
O2 -1.04981 -4.99671 1.38871
H12 -4.43187 -3.06896 1.19512
H13 -4.46786 -4.62973 1.02148
O3 -4.86519 -3.79631 0.77518

Calculated values
LUMO	0.57	eV
SMILES	CCCC(N)=O.O.O
HOMO	-9.73	eV

Results of the natural (NBO) charge analysis, in e, for atoms 1 through 5: number 1, C, carries -0.638; number 2, C, carries -0.400; number 3, C, carries -0.501; number 4, C, carries 0.678; number 5, N, carries -0.846

Which is the most stable structure? <B> is the most stable.

<A>
C4H7Cl as an isolated structure. Source: the Open Molecules 2025 dataset; level of theory: the ωB97M-V functional and the def2-TZVPD basis.

Atoms and positions in Å:
C1 -2.09065 -0.10428 0.00750
C2 -1.11801 0.98817 0.05135
C3 0.19536 0.64704 -0.12697
C4 1.64807 1.19435 0.07227
H1 -1.62444 -1.13448 -0.41681
H2 -2.98425 0.32956 -0.60110
H3 -2.70046 -0.57875 1.18572
H4 -1.42389 1.96197 -0.08919
H5 1.77800 1.37459 -1.22143
H6 2.32882 0.37022 0.82339
H7 1.60098 2.27248 0.57031
Cl1 0.65980 -1.23219 -0.01622

Calculated values
LUMO	0.76	eV
HOMO	-9.18	eV

Results of the natural (NBO) charge analysis, in e, for atoms 1 through 5: number 1, C, carries -0.638; number 2, C, carries -0.291; number 3, C, carries 0.114; number 4, C, carries -0.705; number 5, H, carries 0.261

<B>
A 4-piece molecular cluster, C4H7Cl overall. Source: the Open Molecules 2025 dataset; level of theory: the ωB97M-V functional and the def2-TZVPD basis.

Atoms and positions in Å:
C1 -1.77348 -0.99773 0.31076
C2 -1.52977 0.31644 -0.44510
C3 -0.47112 1.15505 -0.35689
C4 0.60916 1.04328 0.65622
H1 -0.47860 -2.21180 -0.01509
H2 -2.99155 -1.44737 -0.36630
H3 -2.02079 -0.79663 1.88586
H4 -2.44015 0.64259 -0.85604
H5 -0.35516 2.17624 -0.74863
H6 1.12529 1.95711 0.82715
H7 0.09876 0.47415 1.48716
Cl1 1.53256 -0.58214 -0.18847

Calculated values
LUMO	-0.36	eV
HOMO	-9.20	eV

Results of the natural (NBO) charge analysis, in e, for atoms 1 through 5: number 1, C, carries -0.656; number 2, C, carries -0.264; number 3, C, carries -0.216; number 4, C, carries -0.269; number 5, H, carries 0.239

Which is the most stable structure? <A> is the most stable.